a.
# C4H14N3

A 3-piece molecular cluster, C4H14N3 overall (ωB97M-V/def2-TZVPD, the OMol25 dataset).

Each atom is followed by the atoms it is bonded to, with distances in Å.
CARTESIAN COORDINATES (ANGSTROEM)
1 N -0.364 2.331 -0.596  C2 1.480, H8 1.014
2 C -1.317 2.436 -1.723  N1 1.480, C3 1.511, C6 1.558, H11 1.081
3 C -1.031 1.188 -2.526  C2 1.511, C4 1.450, H12 1.120, H13 1.125
4 C 0.281 0.605 -2.732  C3 1.450, N5 1.525, H14 1.115, H15 1.147
5 N 0.821 0.065 -1.412  C4 1.525, H10 1.002, H17 1.061
6 C -2.822 2.201 -1.402  C2 1.558, N7 1.471, H18 1.142, H19 1.103
7 N -3.533 3.030 -0.416  C6 1.471, H20 0.998, H21 1.009
8 H -0.596 3.200 -0.129  N1 1.014
9 H 11.495 -15.517 14.886  no bonds
10 H 0.734 0.356 -0.457  N5 1.002
11 H -1.243 3.457 -2.071  C2 1.081
12 H -1.578 0.386 -1.966  C3 1.120
13 H -1.451 1.163 -3.569  C3 1.125
14 H 0.374 -0.284 -3.398  C4 1.115
15 H 1.084 1.386 -2.976  C4 1.147
16 H 11.393 -15.945 15.636  no bonds
17 H 1.807 -0.309 -1.533  N5 1.061
18 H -2.718 1.325 -0.677  C6 1.142
19 H -3.572 1.905 -2.155  C6 1.103
20 H -3.222 3.977 -0.376  N7 0.998
21 H -4.542 3.047 -0.409  N7 1.009

The HOMO-LUMO gap comes out at 4.73 eV. Its charge is +1. The calculation puts the HOMO energy at -13.28 eV.

***

b.
# C4H14N3

An isolated ion of composition C4H14N3 and charge +1 (ωB97M-V/def2-TZVPD, the OMol25 dataset).

Each atom is followed by the atoms it is bonded to, with distances in Å.
CARTESIAN COORDINATES (ANGSTROEM)
1 N 1.964 1.531 -1.151  C2 1.524, H8 1.022, H9 1.019, H10 1.020
2 C 2.187 0.167 -0.508  N1 1.524, C3 1.514, H11 1.086, H12 1.087
3 C 0.905 -0.621 -0.671  C2 1.514, N4 1.463, H13 1.115, H14 1.091
4 N -0.231 0.273 -0.443  C3 1.463, C5 1.517, H15 1.027
5 C -1.584 -0.406 -0.342  N4 1.517, C6 1.521, H16 1.088, H17 1.095
6 C -2.239 -0.091 0.993  C5 1.521, N7 1.451, H18 1.090, H19 1.097
7 N -1.635 -0.896 2.038  C6 1.451, H20 1.006, H21 0.999
8 H 1.433 2.132 -0.517  N1 1.022
9 H 1.392 1.411 -1.987  N1 1.019
10 H 2.851 1.988 -1.362  N1 1.020
11 H 2.401 0.307 0.547  C2 1.086
12 H 2.980 -0.346 -1.046  C2 1.087
13 H 0.942 -1.500 0.015  C3 1.115
14 H 0.735 -1.243 -1.552  C3 1.091
15 H -0.199 0.478 0.562  N4 1.027
16 H -2.240 0.050 -1.080  C5 1.088
17 H -1.533 -1.484 -0.522  C5 1.095
18 H -3.299 -0.343 0.932  C6 1.090
19 H -2.136 0.965 1.271  C6 1.097
20 H -1.636 -0.693 3.024  N7 1.006
21 H -1.058 -1.676 1.801  N7 0.999

The HOMO-LUMO gap comes out at 8.44 eV. Its SMILES is NCCNCC[NH3+]. Its charge is +1. The calculation puts the HOMO energy at -11.89 eV.

***

c.
# C4H14N3

A 2-piece molecular cluster, C4H14N3 overall (ωB97M-V/def2-TZVPD, the OMol25 dataset).

Each atom is followed by the atoms it is bonded to, with distances in Å.
CARTESIAN COORDINATES (ANGSTROEM)
1 N -1.631 0.935 -1.604  C2 1.391, H4 1.002, H5 1.014
2 C -0.758 1.467 -2.548  N1 1.391, N3 1.272, H6 1.088
3 N -0.091 0.680 -3.292  C2 1.272, H7 1.019
4 H -2.262 1.551 -1.128  N1 1.002
5 H -2.071 0.084 -1.937  N1 1.014
6 H -0.653 2.550 -2.553  C2 1.088
7 H 0.480 1.266 -3.898  N3 1.019
8 C 1.355 -1.554 1.905  C9 1.520, H12 1.089, H13 1.097, H14 1.085
9 C 0.144 -0.794 1.387  C8 1.520, C10 1.542, N11 1.504, H15 1.090
10 C 0.141 0.686 1.822  C9 1.542, H16 1.088, H17 1.083, H18 1.090
11 N 0.174 -0.860 -0.115  C9 1.504, H19 1.016, H20 1.037, H21 1.020
12 H 1.282 -2.610 1.649  C8 1.089
13 H 2.249 -1.111 1.449  C8 1.097
14 H 1.512 -1.417 2.970  C8 1.085
15 H -0.776 -1.303 1.674  C9 1.090
16 H 1.017 1.161 1.383  C10 1.088
17 H 0.143 0.712 2.905  C10 1.083
18 H -0.775 1.123 1.425  C10 1.090
19 H 0.055 -1.810 -0.456  N11 1.016
20 H -0.575 -0.312 -0.579  N11 1.037
21 H 1.040 -0.446 -0.460  N11 1.020

The HOMO-LUMO gap comes out at 10.77 eV. Its charge is +1. The calculation puts the HOMO energy at -13.76 eV.

***

Of them, a has the lowest stability.

***

a.
# C4H14N3

A 2-piece molecular cluster, C4H14N3 overall (ωB97M-V/def2-TZVPD, the OMol25 dataset).

Each atom is followed by the atoms it is bonded to, with distances in Å.
CARTESIAN COORDINATES (ANGSTROEM)
1 C 2.112 -0.490 1.760  C2 1.503, H3 1.109, H4 1.078, H5 1.083
2 C 0.853 -0.404 2.578  C1 1.503, H6 1.101, H7 1.099, H8 1.090
3 H 1.921 0.206 0.917  C1 1.109
4 H 2.878 -0.137 2.431  C1 1.078
5 H 2.225 -1.465 1.306  C1 1.083
6 H -0.033 -0.824 2.077  C2 1.101
7 H 0.624 0.608 2.940  C2 1.099
8 H 0.752 -0.893 3.546  C2 1.090
9 C -0.728 -1.532 -1.429  N12 1.500, H19 1.095, H20 1.097, H21 1.084
10 C -0.816 0.985 -1.303  N11 1.338, N12 1.346, N13 1.344
11 N -0.264 2.192 -1.135  C10 1.338, H14 1.010, H15 1.006
12 N -0.116 -0.164 -1.353  C9 1.500, C10 1.346, H16 1.008
13 N -2.109 0.951 -1.668  C10 1.344, H17 1.003, H18 1.013
14 H 0.733 2.307 -1.023  N11 1.010
15 H -0.865 2.852 -0.672  N11 1.006
16 H 0.795 -0.264 -1.774  N12 1.008
17 H -2.600 0.077 -1.635  N13 1.003
18 H -2.817 1.641 -1.446  N13 1.013
19 H -0.483 -1.963 -0.453  C9 1.095
20 H -0.251 -2.102 -2.235  C9 1.097
21 H -1.811 -1.581 -1.428  C9 1.084

The HOMO-LUMO gap comes out at 11.08 eV. Its charge is +1. The calculation puts the HOMO energy at -14.29 eV.

***

b.
# C4H14N3

An isolated ion of composition C4H14N3 and charge +1 (ωB97M-V/def2-TZVPD, the OMol25 dataset).

Each atom is followed by the atoms it is bonded to, with distances in Å.
CARTESIAN COORDINATES (ANGSTROEM)
1 C -1.483 -0.384 -1.499  N6 1.678, H8 1.030, H9 1.182, H10 1.055
2 C 1.640 0.372 -0.810  N7 1.439, H11 1.111, H12 1.122, H13 1.092
3 C 0.884 -1.768 0.110  N7 1.503, H14 1.038, H15 1.033, H16 1.147
4 C -1.043 1.194 0.690  N5 1.452, N6 1.493, H17 1.105, H18 1.160
5 N -0.280 1.007 1.911  C4 1.452, H19 1.016, H20 0.990
6 N -0.752 -0.089 -0.017  C1 1.678, C4 1.493, N7 1.477
7 N 0.710 -0.275 0.077  C2 1.439, C3 1.503, N6 1.477, H21 1.229
8 H -1.002 0.013 -2.318  C1 1.030
9 H -1.682 -1.547 -1.439  C1 1.182
10 H -2.419 0.057 -1.295  C1 1.055
11 H 1.521 1.475 -0.771  C2 1.111
12 H 2.674 0.128 -0.448  C2 1.122
13 H 1.507 -0.003 -1.827  C2 1.092
14 H 0.491 -2.346 -0.657  C3 1.038
15 H 1.857 -2.072 0.279  C3 1.033
16 H 0.194 -2.004 0.995  C3 1.147
17 H -0.712 2.118 0.183  C4 1.105
18 H -2.180 1.374 0.831  C4 1.160
19 H 0.107 1.898 2.208  N5 1.016
20 H -0.750 0.537 2.644  N5 0.990
21 H 0.719 0.316 1.154  N7 1.229

The HOMO-LUMO gap comes out at 11.20 eV. Its SMILES is CN(CN)[NH+](C)C. Its charge is +1. The calculation puts the HOMO energy at -13.90 eV.

***

Of them, b has the lowest stability.

***

a.
# C2H2BrNO2

One molecule with the formula C2H2BrNO2 (ωB97M-V/def2-TZVPD, the OMol25 dataset).

Each atom is followed by the atoms it is bonded to, with distances in Å.
CARTESIAN COORDINATES (ANGSTROEM)
1 C -0.059 -0.478 0.000  C2 1.329, N3 1.436, H7 1.079
2 C -1.047 0.411 0.000  C1 1.329, Br6 1.860, H8 1.083
3 N 1.309 -0.040 0.000  C1 1.436, O4 1.211, O5 1.209
4 O 1.524 1.152 0.000  N3 1.211
5 O 2.150 -0.909 0.000  N3 1.209
6 Br -2.846 -0.061 0.000  C2 1.860
7 H -0.183 -1.550 0.000  C1 1.079
8 H -0.847 1.475 0.000  C2 1.083

The HOMO-LUMO gap comes out at 9.82 eV. Its SMILES is O=[N+]([O-])/C=C/Br. The calculation puts the HOMO energy at -10.62 eV.

***

b.
# C2H2BrNO2

A 2-piece molecular cluster, C2H2BrNO2 overall (ωB97M-V/def2-TZVPD, the OMol25 dataset).

Each atom is followed by the atoms it is bonded to, with distances in Å.
CARTESIAN COORDINATES (ANGSTROEM)
1 C -2.401 0.536 0.247  C2 1.218, H8 1.098
2 C -1.306 0.045 0.042  C1 1.218, N3 1.369
3 N 0.036 -0.187 -0.105  C2 1.369, O4 1.194, O5 1.214
4 O 0.454 -0.186 -1.224  N3 1.194
5 O 0.697 -0.283 0.908  N3 1.214
6 Br 3.538 -0.510 0.220  H7 1.430
7 H 2.376 -0.345 -0.598  Br6 1.430
8 H -3.392 0.929 0.510  C1 1.098

The HOMO-LUMO gap comes out at 8.78 eV. Its SMILES is C#C[N+](=O)[O-].Br. The calculation puts the HOMO energy at -10.11 eV.

***

c.
# C2H2BrNO2

One molecule with the formula C2H2BrNO2 (ωB97M-V/def2-TZVPD, the OMol25 dataset).

Each atom is followed by the atoms it is bonded to, with distances in Å.
CARTESIAN COORDINATES (ANGSTROEM)
1 C 0.692 -1.112 0.758  N3 1.424, O5 1.164, H7 1.077
2 C -0.755 0.358 -0.611  N3 1.370, Br6 1.956, H8 1.146
3 N -0.551 -0.496 0.440  C1 1.424, C2 1.370, O4 1.221
4 O -1.525 -0.894 1.060  N3 1.221
5 O 0.842 -1.802 1.684  C1 1.164
6 Br 0.870 1.144 -1.362  C2 1.956
7 H 1.463 -0.709 0.122  C1 1.077
8 H -1.775 0.852 -0.785  C2 1.146

The HOMO-LUMO gap (spin up / spin down) comes out at 8.27 / 8.06 eV. Its SMILES is O=C/[N+]([O-])=C\Br. The calculation puts the HOMO energy (spin up / spin down) at -9.38 / -9.20 eV.

***

Of them, b has the lowest stability.

***

a.
# C19H23N3O4

One molecule with the formula C19H23N3O4 (ωB97M-V/def2-TZVPD, the OMol25 dataset).

Each atom is followed by the atoms it is bonded to, with distances in Å.
CARTESIAN COORDINATES (ANGSTROEM)
1 C -0.569 3.518 3.956  C2 1.497, H47 1.087, H48 1.090, H49 1.088
2 C 0.122 3.277 2.650  C1 1.497, C3 1.382, C7 1.395
3 C 0.318 1.989 2.188  C2 1.382, C4 1.397, H46 1.077
4 C 0.967 1.745 0.975  C3 1.397, C5 1.409, C14 1.434
5 C 1.382 2.841 0.193  C4 1.409, C6 1.392, O10 1.360
6 C 1.198 4.137 0.668  C5 1.392, C7 1.377, H9 1.078
7 C 0.586 4.347 1.884  C2 1.395, C6 1.377, H8 1.080
8 H 0.445 5.356 2.241  C7 1.080
9 H 1.533 4.959 0.056  C6 1.078
10 O 1.951 2.726 -1.037  C5 1.360, C11 1.370
11 C 2.134 1.533 -1.685  O10 1.370, O12 1.204, C13 1.445
12 O 2.582 1.541 -2.802  C11 1.204
13 C 1.766 0.371 -0.908  C11 1.445, C14 1.402, C17 1.405
14 C 1.242 0.465 0.389  C4 1.434, C13 1.402, N15 1.350
15 N 1.094 -0.804 0.825  C14 1.350, N16 1.343, C19 1.436
16 N 1.448 -1.690 -0.120  N15 1.343, C17 1.315
17 C 1.863 -1.007 -1.164  C13 1.405, N16 1.315, H18 1.071
18 H 2.216 -1.498 -2.048  C17 1.071
19 C 0.593 -1.309 2.073  N15 1.436, H20 1.093, H21 1.091, C22 1.544
20 H 0.960 -2.333 2.179  C19 1.093
21 H 0.952 -0.703 2.905  C19 1.091
22 C -0.950 -1.310 2.039  C19 1.544, O23 1.211, N24 1.340
23 O -1.618 -0.659 2.812  C22 1.211
24 N -1.426 -2.090 1.059  C22 1.340, H25 1.011, C26 1.446
25 H -0.766 -2.549 0.446  N24 1.011
26 C -2.803 -2.063 0.622  N24 1.446, C27 1.532, H44 1.091, H45 1.091
27 C -3.005 -1.091 -0.545  C26 1.532, C28 1.530, H42 1.089, H43 1.091
28 C -2.148 -1.462 -1.757  C27 1.530, O29 1.412, H40 1.097, H41 1.100
29 O -2.513 -2.759 -2.181  C28 1.412, C30 1.421
30 C -1.549 -3.499 -2.917  O29 1.421, C31 1.528, C35 1.533, H39 1.097
31 C -0.967 -2.730 -4.103  C30 1.528, H32 1.086, H33 1.088, H34 1.087
32 H -0.389 -3.407 -4.725  C31 1.086
33 H -0.314 -1.927 -3.769  C31 1.088
34 H -1.768 -2.304 -4.703  C31 1.087
35 C -0.440 -4.058 -2.019  C30 1.533, H36 1.086, H37 1.088, H38 1.088
36 H 0.165 -4.759 -2.587  C35 1.086
37 H 0.215 -3.272 -1.649  C35 1.088
38 H -0.879 -4.585 -1.175  C35 1.088
39 H -2.142 -4.341 -3.298  C30 1.097
40 H -1.084 -1.414 -1.496  C28 1.097
41 H -2.326 -0.733 -2.562  C28 1.100
42 H -4.054 -1.117 -0.837  C27 1.089
43 H -2.752 -0.077 -0.230  C27 1.091
44 H -3.091 -3.068 0.309  C26 1.091
45 H -3.411 -1.751 1.473  C26 1.091
46 H -0.078 1.170 2.765  C3 1.077
47 H -1.157 2.651 4.245  C1 1.087
48 H 0.166 3.711 4.737  C1 1.090
49 H -1.223 4.385 3.891  C1 1.088

The HOMO-LUMO gap comes out at 8.99 eV. Its SMILES is Cc1ccc2oc(=O)c3cnn(CC(=O)NCCCOC(C)C)c3c2c1. The calculation puts the HOMO energy at -8.75 eV.

***

b.
# C19H23N3O4

One molecule with the formula C19H23N3O4 (ωB97M-V/def2-TZVPD, the OMol25 dataset).

Each atom is followed by the atoms it is bonded to, with distances in Å.
CARTESIAN COORDINATES (ANGSTROEM)
1 O 4.067 1.891 -0.373  C8 1.257
2 C 1.668 -0.493 3.712  C3 1.167, C15 1.440
3 C 1.984 -1.076 4.673  C2 1.167, C22 1.470
4 N 2.469 0.228 -4.147  C9 1.302, N19 1.369
5 O 3.794 -1.976 5.934  C20 1.418, C22 1.469
6 O -2.844 4.093 1.130  C21 1.461, C25 1.460
7 O -1.585 1.322 0.787  C16 1.355, C26 1.471
8 C 3.022 1.316 -0.768  O1 1.257, C17 1.435, N18 1.406
9 C 2.166 0.275 -2.881  N4 1.302, C10 1.475, N18 1.389
10 C 1.295 -0.815 -2.403  C9 1.475, C11 1.294, H27 1.076
11 C 1.035 -1.503 -3.468  C10 1.294, N19 1.394, H28 1.046
12 C 0.044 0.460 2.174  C15 1.387, C16 1.424, H29 1.076
13 C 2.389 0.415 1.504  C15 1.425, C17 1.424, H30 1.050
14 C 0.715 1.266 -0.009  C16 1.366, C17 1.404, H31 1.088
15 C 1.367 0.161 2.465  C2 1.440, C12 1.387, C13 1.425
16 C -0.257 1.092 0.934  O7 1.355, C12 1.424, C14 1.366
17 C 2.056 0.915 0.213  C8 1.435, C13 1.424, C14 1.404
18 N 2.877 1.228 -2.164  C8 1.406, C9 1.389, H32 1.006
19 N 1.692 -0.841 -4.504  N4 1.369, C11 1.394, C23 1.439
20 C 4.492 -2.106 7.162  O5 1.418, H33 1.148, H34 1.093, H35 1.098
21 C -3.681 4.577 2.226  O6 1.461, H36 1.108, H37 1.083, H38 1.080
22 C 2.331 -1.846 5.876  C3 1.470, O5 1.469, H39 1.185, H40 1.114
23 C 1.687 -1.347 -5.851  N19 1.439, H41 1.091, H42 1.131, H43 1.094
24 C -2.518 1.334 -1.418  C26 1.544, H44 1.112, H45 1.187, H46 1.068
25 C -3.422 2.985 0.376  O6 1.460, C26 1.544, H47 1.098, H48 1.070
26 C -2.206 2.224 -0.195  O7 1.471, C24 1.544, C25 1.544, H49 1.181
27 H 0.943 -0.926 -1.393  C10 1.076
28 H 0.414 -2.345 -3.489  C11 1.046
29 H -0.712 0.315 2.926  C12 1.076
30 H 3.409 0.260 1.696  C13 1.050
31 H 0.493 1.758 -0.953  C14 1.088
32 H 3.278 1.926 -2.767  N18 1.006
33 H 4.056 -2.928 7.833  C20 1.148
34 H 5.544 -2.390 7.077  C20 1.093
35 H 4.497 -1.112 7.628  C20 1.098
36 H -3.689 3.928 3.124  C21 1.108
37 H -4.710 4.818 1.991  C21 1.083
38 H -3.382 5.558 2.565  C21 1.080
39 H 1.763 -2.882 5.791  C22 1.185
40 H 1.872 -1.314 6.740  C22 1.114
41 H 2.723 -1.521 -6.148  C23 1.091
42 H 1.209 -0.628 -6.583  C23 1.131
43 H 1.065 -2.241 -5.955  C23 1.094
44 H -3.167 0.478 -1.133  C24 1.112
45 H -1.560 0.843 -1.921  C24 1.187
46 H -3.202 1.896 -2.015  C24 1.068
47 H -4.063 2.314 0.963  C25 1.098
48 H -4.056 3.334 -0.413  C25 1.070
49 H -1.434 3.010 -0.621  C26 1.181

The HOMO-LUMO gap comes out at 8.52 eV. Its SMILES is COCC#Cc1cc(O[C@@H](C)COC)cc(C(=O)Nc2ccn(C)n2)c1. The calculation puts the HOMO energy at -8.12 eV.

***

Of them, b has the lowest stability.